[1]
Molecular formula: C42H90N6O18S6
Method: DFT, ωB97M-V with the def2-TZVPD basis set

Properties
Structure (SMILES) = CCOS(C)(=O)=O.CCOS(C)(=O)=O.CCOS(C)(=O)=O.CCOS(C)(=O)=O.CCOS(C)(=O)=O.CCOS(C)(=O)=O.CCCC#N.CCCC#N.CCCC#N.CCCC#N.CCCC#N.CCCC#N
Energy = -5726.09801 Ha

ORCA input file:
```
! wB97M-V def2-TZVPD RIJCOSX def2/J DEFGRID3
* xyz 0 1
S 4.6120 3.1209 2.0694
S 1.6706 -4.2511 0.9534
S -3.2405 3.5189 4.7552
S -6.1943 0.8234 1.2576
S -2.0137 -2.6940 -1.6988
S 0.4830 -0.1894 4.6494
O -2.3017 -3.2684 -0.4165
O 1.2409 -1.1920 3.9225
O 6.1716 2.8910 1.7879
O -5.5720 -0.4720 1.2707
O -6.4585 1.0213 2.8154
O -0.7027 -2.1285 -1.9988
O -7.4360 1.1416 0.6274
O -3.0301 -1.5084 -1.8922
O 1.1621 1.0418 4.8446
O -4.2112 4.5595 5.0632
O 2.5384 -3.6418 -0.1040
O 3.9116 2.9185 0.7992
O -3.6083 2.2348 4.2172
O 4.3874 4.3121 2.7909
O -0.8820 -0.0075 4.0089
O 0.8117 -5.4477 0.3578
O 2.2313 -4.8567 2.1211
O -2.2719 4.1629 3.7531
N -1.6237 -0.8311 -5.4064
N 3.0505 -2.0736 -5.0571
N -1.1638 4.6000 -3.7885
N -1.3654 -4.3236 5.8652
N -1.7835 0.4094 0.6386
N 2.4897 3.4167 -3.2055
C 0.5667 -5.7871 4.9271
C 3.0831 6.9584 -1.9066
C 5.4543 -1.4606 -0.6328
C -0.9014 2.5646 -5.3991
C 1.5231 2.9207 -6.2484
C -0.9224 3.7295 -4.5470
C -0.0608 0.9269 -1.2109
C -0.2214 -2.2118 -7.1302
C 0.4639 -2.9652 1.3512
C 4.5305 1.7275 3.2308
C -2.4079 -3.7634 -3.0244
C 1.3369 0.3034 -1.0165
C -1.8342 -1.0832 3.5968
C -7.0055 2.3583 3.2086
C -1.0771 -7.5343 4.2126
C 0.6406 -1.3714 -8.0842
C -3.0886 -0.9220 4.3714
C 1.3129 -6.1140 -1.9307
C -4.2136 -1.3506 -1.0821
C 1.8899 4.1988 -2.5930
C -1.0608 0.5780 -0.2495
C 1.9048 0.3823 0.4484
C 0.4703 1.9747 -5.6367
C 3.9339 -2.3202 -2.6526
C 3.4052 -2.1996 -3.9841
C -0.0021 -6.5696 3.7460
C 2.1551 6.1821 -0.9582
C -1.3206 3.3872 2.8854
C -0.1366 -0.6776 -9.1746
C 8.1722 2.8795 0.6549
C -5.5383 -1.6203 -1.7775
C -1.3006 4.0001 1.5595
C 1.2246 5.1203 -1.6702
C 0.3610 -5.4021 -1.0117
C 6.7667 3.4539 0.6183
C -0.5094 -4.9946 5.5397
C -5.0802 2.0737 0.6355
C -2.2850 3.2334 6.1886
C 0.0394 -0.7841 6.2039
C -6.9291 2.2890 4.7043
C 4.9409 -1.2345 -2.1165
C -1.1258 -1.4750 -6.2398
H -1.0029 5.0594 1.6258
H 3.6094 7.7585 -1.3365
H 6.1420 -0.6431 -0.3656
H -5.5778 3.0389 0.7442
H -2.8430 3.5933 7.0180
H 1.6686 -7.1080 -1.6274
H -1.3539 -8.2575 3.5112
H -0.0092 2.0400 -1.1689
H -0.8295 -2.8941 -7.6612
H -4.0365 -1.9269 -0.1716
H 1.7680 3.8234 -5.6747
H -0.4485 -1.7404 6.1117
H -1.5416 -4.3710 -3.3192
H 8.7761 3.2644 -0.1660
H 5.2014 2.1393 3.9729
H -1.5437 2.2885 2.9429
H 5.7790 -1.2432 -2.7707
H -1.9171 -6.9170 4.3712
H 0.9000 -6.2112 -2.9865
H -4.0857 2.1258 1.1267
H 1.1866 3.3448 -7.1875
H 1.7269 1.3505 0.9113
H 0.8706 -7.1501 3.3083
H 3.8895 6.2605 -2.3538
H 4.6819 -1.6346 0.0640
H -3.1865 -4.4081 -2.7218
H -1.5602 1.7339 -5.0013
H 8.0529 1.8181 0.4442
H -0.3291 -5.9499 2.9493
H 1.0144 -6.4571 5.6495
H 1.9736 0.8206 -1.7426
H 1.3510 -5.1621 4.4860
H -0.3615 3.4475 3.3814
H 0.6211 4.4528 -0.9942
H 0.2443 -2.5098 0.4105
H 2.5690 7.3584 -2.8061
H 0.2440 -4.3086 -1.3009
H -4.2617 -0.3148 -0.7513
H 2.8085 5.5881 -0.2503
H 6.7391 4.5250 0.6965
H -5.9016 2.2569 4.9685
H 2.1686 -5.4971 -2.0346
H 8.7342 2.9888 1.5740
H -7.5474 3.0050 5.2485
H 0.3168 1.1863 -6.4163
H -5.6660 -2.7251 -1.8084
H 0.5694 -0.2009 -9.8717
H -1.4145 -1.9767 3.9429
H 1.4822 6.8220 -0.4311
H 6.2113 3.1672 -0.2915
H -2.8547 -0.8781 5.4172
H -2.7448 -3.1434 -3.8384
H -0.4914 0.6022 -2.1165
H -0.7642 0.1260 -8.8281
H -3.6678 -0.0860 4.0702
H 4.4486 -3.3128 -2.5708
H 6.0209 -2.3948 -0.6483
H 0.4414 -2.7092 -6.4786
H 1.3750 -2.0814 -8.4280
H -0.6104 -5.8935 -1.1031
H 1.0272 -1.0292 6.7512
H -0.7981 -1.2810 -9.7860
H -7.2578 1.2613 4.9811
H -4.9010 1.8998 -0.4148
H 1.6186 -0.5043 1.0680
H -0.7205 -8.0330 5.1189
H -0.5984 3.5064 0.9125
H 0.7891 1.4852 -4.7434
H 3.1633 -2.3117 -1.9138
H -1.2878 2.9435 -6.4324
H 1.3914 -0.8006 -1.1534
H -0.4832 0.0603 6.7212
H -2.2803 3.9373 1.0290
H -1.3539 3.7882 6.1906
H 2.4440 2.4579 -6.4613
H 1.1658 -0.6378 -7.4827
H 3.5691 1.7939 3.7248
H -0.4509 -3.4916 1.7617
H -5.5174 -1.1253 -2.7260
H 0.9934 -2.4113 2.1421
H 4.9180 0.7725 2.7845
H 0.5097 5.5535 -2.3754
H -2.2143 2.1624 6.3994
H -6.3427 3.1540 2.7890
H -1.9101 -1.0887 2.5114
H -3.7603 -1.8088 4.2143
H 3.0678 0.3159 0.3966
H 4.4181 -0.2888 -2.1981
H -6.3112 -1.3015 -1.1102
H -7.9786 2.4537 2.7709
*
```


[2]
Molecular formula: C42H93O45P3
Method: DFT, ωB97M-V with the def2-TZVPD basis set

Properties
Energy = -6066.28362 Ha

ORCA input file:
```
! wB97M-V def2-TZVPD RIJCOSX def2/J DEFGRID3
* xyz 0 1
P 14.6648 22.7478 18.5162
P 20.7201 12.4386 13.3785
P 17.8563 17.7215 16.7407
O 15.6674 23.1477 17.2785
O 20.4991 12.8282 11.7641
O 15.5391 10.9029 14.3390
O 21.9569 17.3267 19.9525
O 22.8298 16.6788 9.7629
O 16.8653 21.0516 14.1136
O 15.2982 17.6548 23.1533
O 18.4890 20.6303 12.6314
O 19.4209 12.3165 14.1024
O 16.6336 19.3115 12.7466
O 19.8113 22.6225 15.4354
O 16.0684 14.1939 11.7116
O 15.6130 18.0666 21.0370
O 24.1451 16.5425 11.5628
O 22.2332 18.2162 17.8870
O 21.5852 23.1286 16.7164
O 16.1614 19.5855 22.6064
O 17.5148 15.1618 10.3224
O 13.1462 17.8033 14.0088
O 21.9513 16.0887 18.0945
O 21.6340 11.0876 13.3848
O 17.3371 12.5353 18.2460
O 14.1004 21.2874 18.0158
O 14.6811 10.6274 16.3797
O 13.4260 23.6433 18.1156
O 15.1312 22.8974 19.8767
O 15.9505 12.8420 19.8433
O 18.1541 19.1151 17.2783
O 21.6676 13.5912 13.9354
O 21.8926 16.4999 11.8095
O 18.3852 16.5337 17.6789
O 11.7784 14.4344 19.4124
O 23.1742 18.2725 14.4029
O 10.4862 14.4786 17.5588
O 12.0147 15.9463 17.8163
O 23.2484 20.4030 14.0640
O 16.2906 17.3824 16.5287
O 15.2860 15.1014 9.9306
O 14.1632 12.3983 15.0885
O 18.4319 17.4837 15.3038
O 15.6247 13.8963 17.8959
O 24.6570 19.5399 15.6066
O 11.7816 19.5735 14.0994
O 12.6139 18.6894 15.9477
O 20.4397 24.7488 15.7346
C 20.9820 9.8114 13.2332
C 18.1929 16.5694 19.0605
C 23.8217 21.6815 14.4644
C 17.2082 13.7506 12.4408
C 20.6444 16.4002 11.1566
C 14.8038 20.0901 18.3516
C 23.7582 19.4194 14.7522
C 12.9599 17.8181 12.5812
C 20.6666 23.4738 15.9800
C 15.7362 16.3577 15.7131
C 16.2485 13.1656 18.6159
C 14.7131 13.2677 20.3085
C 14.6166 16.5228 22.6743
C 17.0293 22.8368 17.5041
C 16.3777 14.8379 10.6696
C 12.9990 23.7179 16.7692
C 16.2660 9.7158 14.6022
C 19.8352 17.5768 15.0521
C 15.7328 20.7695 14.8220
C 21.6152 12.9012 10.8560
C 14.7344 11.2615 15.3449
C 16.6625 20.4229 21.6242
C 12.4694 18.7398 14.6524
C 21.8444 15.0418 19.0100
C 17.0370 18.3878 11.7830
C 13.1682 12.7485 16.0076
C 15.7087 18.4325 22.1817
C 22.9141 16.5796 10.9767
C 22.3307 19.5213 18.4620
C 13.1096 16.5099 18.5260
C 25.2304 16.8573 10.6824
C 17.7428 12.7102 16.9178
C 20.0919 21.2642 15.7264
C 9.7759 13.3745 18.0590
C 11.7598 19.5304 16.7282
C 11.4469 14.9124 18.3573
C 22.0406 13.7403 15.2879
C 22.0187 17.2685 18.7269
C 15.5677 15.6695 8.6989
C 23.7311 17.0836 14.9888
C 21.2815 25.6688 16.3706
C 17.4117 20.3282 13.1384
H 22.3271 25.6172 16.0989
H 20.4505 17.8217 15.9378
H 22.9451 14.2952 15.3230
H 19.9056 21.0523 16.7765
H 20.9565 26.6619 16.0004
H 21.1143 21.0392 15.4719
H 11.9035 17.8373 12.2658
H 20.0514 9.8151 13.8036
H 19.4164 20.5935 15.1837
H 15.6358 8.8422 14.6699
H 19.0841 16.8446 19.5922
H 13.3400 16.8796 12.2443
H 17.9791 17.8893 12.0215
H 17.6525 14.6444 12.9082
H 14.8598 21.1602 14.2760
H 22.4676 13.4261 11.2906
H 21.1374 25.6165 17.4397
H 13.5350 17.2637 17.8734
H 9.0271 13.0884 17.3178
H 25.1810 17.8354 10.2240
H 21.5807 9.0892 13.7634
H 15.3291 15.8731 22.1815
H 20.8857 9.4664 12.2005
H 21.2915 13.3862 9.9518
H 15.5922 19.6954 14.9573
H 19.9585 15.8804 11.8146
H 22.0228 11.8922 10.7436
H 16.1336 16.5920 8.8232
H 15.5227 16.7002 14.7018
H 26.1320 16.7860 11.2971
H 16.2145 14.9812 8.1450
H 14.8072 14.2059 20.8347
H 13.8778 13.3879 19.6264
H 21.9354 14.0899 18.5012
H 25.2378 16.0104 10.0115
H 18.6660 12.1538 16.8081
H 20.2833 17.3903 10.9157
H 20.0242 18.3993 14.3868
H 16.2944 17.6252 11.6796
H 10.7077 19.3098 16.5676
H 17.1892 21.7981 17.7783
H 20.9066 15.0054 19.5514
H 16.9225 9.8393 15.4575
H 17.9477 13.3200 11.7980
H 17.8435 13.7373 16.6268
H 12.9235 22.7177 16.3233
H 17.2028 18.8539 10.7899
H 9.2220 13.6337 18.9640
H 22.2647 12.7842 15.7654
H 24.4775 16.7163 14.2760
H 17.0393 12.1287 16.3434
H 10.4536 12.5536 18.2392
H 17.1848 21.2626 22.0931
H 14.6580 15.8794 8.1472
H 12.4457 11.9429 16.1000
H 14.8137 15.9985 16.1719
H 13.8505 16.8130 21.9583
H 14.2024 16.1036 23.5777
H 17.4638 23.4508 18.2948
H 16.4427 15.5291 15.6617
H 15.7316 21.3175 15.7527
H 24.8931 21.6444 14.3884
H 22.8946 16.3675 15.0754
H 21.4781 19.7649 19.0551
H 23.2358 19.5913 19.0304
H 24.1276 17.2458 15.9789
H 17.6735 23.1057 16.6783
H 13.8562 15.7987 18.8114
H 20.1788 16.5923 14.7077
H 13.5560 13.0167 16.9793
H 12.7410 13.6917 15.7063
H 15.8244 20.7805 21.0360
H 14.3680 19.6097 19.2128
H 22.5505 20.1795 17.6254
H 16.8591 13.1490 13.2620
H 17.3439 19.9946 20.9158
H 15.8687 20.2664 18.5130
H 17.7541 15.6355 19.3590
H 12.0199 19.3585 17.7655
H 14.8155 19.4781 17.4366
H 12.0233 24.1648 16.7279
H 20.6552 15.8289 10.2253
H 22.6008 15.0994 19.7922
H 17.4082 17.2669 19.3675
H 16.9041 9.5697 13.7395
H 13.6004 24.3442 16.1150
H 14.3003 12.5527 20.9851
H 23.3932 22.4813 13.8498
H 11.9062 20.5973 16.6713
H 23.4178 21.9862 15.4181
H 21.2756 14.1658 15.9433
H 13.4152 18.7087 12.2163
H 12.7701 16.8900 19.4853
*
```


[3]
Molecular formula: C42H94F6N5P
Method: DFT, ωB97M-V with the def2-TZVPD basis set

Properties
Energy = -2870.00075 Ha

ORCA input file:
```
! wB97M-V def2-TZVPD RIJCOSX def2/J DEFGRID3
* xyz 4 1
P -1.4046 -0.6269 -1.0108
F -0.3114 0.6052 -0.7780
F -0.6287 -1.5330 0.1001
F -2.4763 -1.7986 -1.2850
F -2.2976 -0.0585 0.2250
F -2.1941 0.3572 -2.0023
F -0.3879 -1.2029 -2.1185
N 3.9603 1.6613 -1.6681
N -1.2908 4.6503 -1.8762
N -5.9968 -1.3164 -0.5767
N -0.0070 -5.1818 -0.9906
N 2.6481 0.8866 4.4634
C -1.3532 3.8019 0.4832
C 4.5472 0.3282 6.0969
C -1.7082 5.1947 -4.1949
C 2.2014 -0.5483 4.2348
C -1.5187 -6.1350 -2.7812
C 1.1726 -4.2409 -0.8622
C -5.7959 1.0356 0.4029
C -5.1979 -3.5437 -1.1979
C -7.4767 -1.3748 -0.3389
C -5.5635 -2.1637 -1.7585
C 1.9284 1.4800 5.6276
C -1.7851 4.9140 -0.4508
C 0.8176 -0.6706 3.6258
C 0.7102 0.1094 2.3275
C 3.4603 1.1370 -3.9897
C 4.0550 0.5639 -2.7175
C 1.0992 1.5606 2.5133
C -5.3379 2.4568 0.1383
C 5.4223 3.1448 -0.1832
C 2.4229 1.7520 3.2452
C -2.2002 3.6251 1.7623
C -0.9491 -7.5299 -2.5265
C -5.2045 -3.4361 0.3195
C -1.7467 5.7565 -2.7752
C 2.8837 -3.0840 0.5951
C 4.1487 0.9601 4.7797
C 3.3988 2.8698 -2.3765
C 5.9702 -0.2523 5.9916
C -1.7762 3.6596 -4.0138
C 1.6703 -4.0341 0.5479
C -5.5510 0.1495 -0.8000
C 0.4783 -6.6008 -0.7254
C -5.2078 -1.9144 0.5566
C 3.0378 1.2112 -0.5700
C -0.5800 -7.6927 -1.0814
C -1.8864 3.4187 -2.5153
C 2.5651 2.3075 -3.5569
C 0.2128 4.6341 -1.9163
C 6.8001 3.4406 0.4155
C -1.0854 -4.8004 -0.0211
C -0.5140 -5.0376 -2.4019
C 5.3572 2.0053 -1.1792
H 4.1674 3.5227 -2.7821
H -0.8566 3.2055 -4.3843
H 6.6578 0.5425 5.7050
H 1.9881 -4.9641 1.0160
H -1.1304 -4.1355 -2.4258
H 0.6093 3.6675 -1.6269
H 0.0836 -0.3216 4.3612
H 0.5637 -1.7281 3.5434
H 5.9417 2.2197 -2.0720
H -7.6922 -0.8820 0.6031
H -2.4576 -5.9485 -2.2533
H -2.0654 2.6002 2.1141
H 0.7793 -6.6631 0.3156
H -1.3056 -3.7472 -0.1525
H -7.7698 -2.4201 -0.2982
H 4.5604 1.0870 6.8844
H 6.6465 4.1419 1.2275
H -4.3217 2.5328 -0.2588
H 2.5132 2.7888 3.5641
H 2.0583 0.9389 -0.9623
H -5.4063 3.0851 1.0254
H 1.3298 -6.7448 -1.3912
H 2.9880 2.0835 0.0759
H -0.1941 -7.6935 -3.2973
H 2.8908 0.4191 -4.5803
H -0.3273 3.9271 0.8344
H 4.3137 2.0378 4.7816
H 1.6166 1.9201 -3.1779
H 0.8544 -3.3160 -1.3438
H 4.7250 2.9195 0.6357
H 1.1563 2.0210 1.5244
H -2.6048 3.3238 -4.6308
H -6.8746 1.0515 0.5698
H -4.6734 -1.6935 -2.1611
H -2.9431 3.3704 -2.2434
H 7.4969 3.8122 -0.3345
H 1.9743 -4.7039 -1.4395
H 4.6771 0.5372 3.9246
H 2.8297 -2.3068 -0.1700
H 0.3293 2.1519 3.0176
H 0.9054 1.7225 5.3347
H 2.4074 2.4234 5.8841
H -0.7367 -5.0594 0.9769
H 3.0247 -2.6152 1.5683
H -4.3859 -3.9089 0.8552
H -7.9385 -0.8331 -1.1596
H -0.9155 5.5068 -4.8737
H -2.5828 5.6451 -4.6702
H -1.7364 -8.2571 -2.7519
H -6.1325 -3.8275 0.7391
H -6.3647 -2.2980 -2.4796
H -5.7075 -1.7670 1.5103
H 2.4148 3.0345 -4.3481
H 3.2519 1.4735 2.5900
H 3.4965 -0.3208 -2.4187
H -2.8645 4.9706 -0.5734
H -1.3543 5.8926 -0.2474
H 7.2632 2.5106 0.7552
H -4.1714 -1.5968 0.5034
H -4.4982 -0.0162 -1.0189
H 3.8509 -0.4065 6.5052
H 5.0967 0.2836 -2.8468
H 0.3040 -4.9366 -3.1094
H -5.8559 -4.3330 -1.5684
H 0.4560 5.4566 -1.2445
H 4.2376 1.4725 -4.6792
H -1.9346 -5.4641 -0.1541
H 0.9052 -3.5654 1.1716
H 0.6059 4.9283 -2.8876
H 3.7856 -3.6814 0.4448
H -0.3244 -0.0014 1.9967
H 1.2222 -0.3536 1.4778
H -5.9806 2.9504 -0.5967
H 4.9965 4.0738 -0.5799
H -1.7772 -6.0520 -3.8373
H -4.2468 -3.8924 -1.6104
H -1.3833 -7.4360 -0.3891
H 5.9751 -1.0402 5.2370
H 2.7744 3.4732 -1.7218
H 1.8533 0.8531 6.5109
H -1.3651 2.8376 -0.0300
H 5.7202 1.1109 -0.6683
H 2.3032 -1.0351 5.2005
H -1.7824 4.2567 2.5483
H 2.9519 -0.9409 3.5436
H -6.0880 0.4608 -1.6945
H -1.3970 2.5339 -2.1248
H -1.1838 6.6698 -2.5495
H -2.7329 6.1244 -2.4802
H 3.4405 0.3247 -0.0846
H 6.2854 -0.6735 6.9416
H -0.1530 -8.6608 -0.8355
H -3.2666 3.8125 1.6876
H -5.3306 0.6311 1.3017
*
```